Entry 1:
C18H16N4O5S2 | ωB97M-V with the def2-TZVPD basis set

Each line ends with the Mulliken charge.
Atoms and positions in Å:
N: 3.05 1.92 5.72  -0.53
S: 2.63 3.08 4.57  1.26
O: 3.77 3.93 4.36  -0.67
O: 1.38 3.66 4.96  -0.67
C: 2.38 2.04 3.14  0.41
C: 3.45 1.77 2.31  -0.75
C: 3.27 0.93 1.22  -0.55
C: 2.02 0.38 0.98  0.71
N: 1.76 -0.47 -0.10  0.08
C: 2.60 -0.88 -1.07  0.64
O: 3.77 -0.58 -1.19  -0.64
C: 1.92 -1.82 -2.07  -0.80
S: 1.02 -0.93 -3.38  -0.19
C: -0.51 -0.63 -2.61  0.19
N: -0.69 -0.93 -1.37  -0.19
C: -1.88 -0.65 -0.74  -0.08
O: -1.94 -0.63 0.46  -0.62
C: -3.09 -0.40 -1.63  0.25
C: -3.76 -1.75 -1.85  0.40
C: -3.19 -2.72 -2.67  -0.07
C: -3.81 -3.95 -2.83  -0.83
C: -5.00 -4.22 -2.18  -0.40
C: -5.57 -3.26 -1.36  -0.62
C: -4.95 -2.03 -1.20  -0.39
C: -2.75 0.22 -2.97  0.01
O: -3.51 0.84 -3.65  -0.60
N: -1.45 -0.03 -3.40  -0.06
C: 0.94 0.67 1.82  -0.69
C: 1.13 1.51 2.91  -0.85
H: 3.98 2.07 6.07  0.27
H: 2.38 1.89 6.47  0.27
H: 4.40 2.22 2.52  0.45
H: 4.10 0.71 0.56  0.53
H: 0.78 -0.76 -0.19  0.10
H: 2.69 -2.38 -2.60  0.42
H: 1.22 -2.49 -1.59  0.40
H: -3.80 0.25 -1.11  0.76
H: -2.26 -2.53 -3.19  0.32
H: -3.35 -4.69 -3.47  0.39
H: -5.48 -5.18 -2.31  0.39
H: -6.49 -3.47 -0.85  0.38
H: -5.40 -1.29 -0.56  0.37
H: -1.19 0.31 -4.32  0.26
H: -0.03 0.24 1.63  0.46
H: 0.32 1.76 3.57  0.45

Values from the calculation:
- energy relative to the best compared isomer or geometry (same formula, charge and spin) (kcal per mole) = 0.0
- frontier orbital gap (Ha) = 0.3021
- highest occupied orbital energy (eV) = -8.823
- net charge = 0


Entry 2:
C2H3NOS2 | ωB97M-V with the def2-TZVPD basis set

Each line ends with the Mulliken charge.
Atoms and positions in Å:
C: -1.04 -2.26 -0.89  -0.11
N: -0.51 -1.74 0.04  -0.04
S: 0.15 -1.16 1.27  -0.12
H: -1.14 -3.18 -1.46  0.30
O: 1.20 0.83 -0.71  -0.42
C: 0.32 1.54 -0.36  0.08
S: 0.23 2.28 1.19  -0.17
H: -0.58 1.81 -0.90  0.31
H: 1.37 1.88 1.83  0.16

Values from the calculation:
- energy relative to the best compared isomer or geometry (same formula, charge and spin) (kcal per mole) = 71.8
- frontier orbital gap (Ha) = 0.3210
- highest occupied orbital energy (eV) = -8.621
- net charge = 0


Entry 3:
C3H7NO2S | ωB97M-V with the def2-TZVPD basis set

Each line ends with the Löwdin spin population.
Atoms and positions in Å:
C: 0.43 1.17 -0.67  0.09
C: 0.71 -0.37 1.32  0.02
C: 1.13 0.10 0.02  0.26
N: -0.42 1.53 -1.52  0.04
O: 1.46 1.58 -0.03  0.12
O: -2.31 -0.93 -0.45  0.00
S: 2.20 -0.91 -1.04  1.33
H: 1.49 0.00 2.13  0.00
H: -0.23 0.07 1.64  0.00
H: 0.64 -1.49 1.60  0.01
H: -1.91 -0.15 -0.84  0.00
H: -0.34 2.54 -1.60  0.01
H: -3.20 -1.04 -0.73  0.00
H: 2.35 -0.06 -2.00  0.12

Values from the calculation:
- energy relative to the best compared isomer or geometry (same formula, charge and spin) (kcal per mole) = 113.8
- <S²> = 2.01
- frontier orbital gap (spin up / spin down) (Ha) = 0.1919 / 0.2747
- spin multiplicity = 3
- highest occupied orbital energy (spin up / spin down) (eV) = -4.551 / -10.829
- net charge = 0


Entry 4:
C6H7O3 | ωB97M-V with the def2-TZVPD basis set

Each line ends with the Mulliken charge.
Atoms and positions in Å:
C: -0.33 2.40 -0.15  -1.16
C: -0.14 1.09 -0.02  0.69
C: 1.05 0.40 0.66  -0.74
C: 1.08 -1.15 0.39  0.50
O: 2.06 -1.87 0.23  -0.87
O: -0.17 -1.63 1.13  -0.54
C: -0.33 -1.34 -0.18  0.65
O: -0.69 -2.42 -1.01  -0.63
C: -1.14 0.00 -0.41  -0.87
H: -1.18 2.86 -0.54  0.35
H: 0.32 3.13 0.29  0.29
H: 2.05 0.56 0.18  0.24
H: 1.00 0.90 1.59  0.27
H: 0.01 -3.12 -1.11  0.31
H: -2.08 0.03 0.34  0.13
H: -1.51 0.18 -1.38  0.37

Values from the calculation:
- energy relative to the best compared isomer or geometry (same formula, charge and spin) (kcal per mole) = 38.7
- frontier orbital gap (Ha) = 0.2497
- highest occupied orbital energy (eV) = -2.954
- net charge = -1


Entry 5:
C3H5ClOS | ωB97M-V with the def2-TZVPD basis set

Each line ends with the Mulliken charge.
Atoms and positions in Å:
O: -0.82 -0.02 -2.39  -0.40
C: -0.91 -0.17 -1.24  -0.01
C: 0.20 0.60 -0.31  0.03
S: 0.03 2.07 0.50  -0.19
C: 0.65 -0.52 0.70  -0.55
Cl: 0.53 -2.22 0.15  -0.18
H: -1.74 -0.91 -0.78  0.31
H: 1.12 0.51 -0.85  0.28
H: -0.85 1.59 1.59  0.14
H: -0.03 -0.37 1.54  0.27
H: 1.81 -0.58 1.10  0.29

Values from the calculation:
- energy relative to the best compared isomer or geometry (same formula, charge and spin) (kcal per mole) = 48.7
- frontier orbital gap (Ha) = 0.3578
- highest occupied orbital energy (eV) = -9.241
- net charge = 0


Entry 6:
H29O15 | ωB97M-V with the def2-TZVPD basis set

Each line ends with the Mulliken charge.
Atoms and positions in Å:
O: 1.71 -1.60 0.17  -0.54
H: 2.24 -2.19 0.71  0.28
H: -2.97 0.76 -2.90  0.16
O: -2.80 -0.95 3.62  -0.59
H: -3.56 -0.83 3.02  0.29
H: -3.00 -1.87 3.81  0.28
O: -2.34 0.55 -2.20  -0.89
H: 3.55 0.59 2.89  0.30
H: -1.80 -1.38 -0.30  0.42
O: -2.10 1.21 1.38  -0.51
H: -2.80 4.08 1.62  0.30
H: -2.08 0.32 1.02  0.30
O: 5.30 -0.27 0.67  -0.64
H: 4.89 0.58 0.50  0.30
H: 2.22 1.28 0.10  0.26
O: 2.00 0.43 -4.97  -0.62
H: -2.24 2.65 -0.60  0.29
H: 1.16 0.19 -5.36  0.30
O: 3.75 -0.18 3.46  -0.73
H: 4.74 -0.83 0.10  0.32
H: 4.65 -0.30 3.12  0.33
O: 0.92 -0.41 4.29  -0.57
H: 1.84 -0.22 4.06  0.35
H: 0.76 -1.72 0.31  0.31
O: -2.26 4.78 1.25  -0.65
H: -2.33 4.65 0.29  0.35
H: -0.90 -0.36 -0.66  0.28
O: -2.49 3.02 -1.44  -0.75
H: -2.42 1.14 2.29  0.27
O: -3.10 -1.76 -1.48  -0.74
H: -4.02 -1.97 -1.62  0.24
H: -2.46 2.10 -1.91  0.35
O: -0.08 -0.89 -2.84  -0.55
H: -0.63 -0.20 -3.24  0.23
H: -0.89 -1.41 -2.73  0.31
O: 2.69 0.79 0.78  -0.51
H: 1.93 0.31 1.14  0.28
H: 0.88 0.08 5.12  0.29
O: -0.89 -1.12 -0.06  -0.77
H: 1.89 0.74 -4.08  0.32
H: -2.99 -0.74 -1.58  0.34
O: 1.60 -3.27 -2.52  -0.66
H: 1.06 -2.83 -1.85  0.37
H: 1.33 -2.93 -3.37  0.30

Values from the calculation:
- energy relative to the best compared isomer or geometry (same formula, charge and spin) (kcal per mole) = 22.0
- frontier orbital gap (Ha) = 0.3165
- highest occupied orbital energy (eV) = -6.139
- net charge = -1